[1]
A 3-piece molecular cluster, C25H33BrN4O7 overall. Source: the Open Molecules 2025 dataset; level of theory: ωB97M-V with the def2-TZVPD basis set.

```
70
Properties=species:S:1:pos:R:3
Br -5.71352 -0.23358 1.92822
O 0.56839 -1.75242 -4.25261
O -0.82403 -0.58098 -5.64337
O 5.48190 2.86517 1.12172
O 6.34503 1.18705 -0.11105
O -3.83232 -2.83927 -3.88599
O 0.04633 0.38371 -3.75743
O 4.12778 1.71848 -0.32631
N -3.43988 -2.12824 0.47676
N -0.24260 -2.52931 1.35861
N 2.81465 0.69205 2.52804
N -5.80424 3.22270 3.32236
C -1.60122 0.31410 4.19095
C -3.36219 3.39193 2.43924
C 0.66305 -0.18290 -2.61265
C -1.22847 -1.61400 2.02741
C -4.51184 2.75930 3.42244
C -2.47637 -3.02017 -0.25334
C 1.77523 -0.19673 2.40581
C 1.54366 0.83214 -1.91356
C -2.77138 -2.79229 -2.86778
C 5.21987 1.90756 0.18153
C 8.54717 0.95798 0.85902
C 1.41904 -1.33686 -3.19849
C -0.65488 -0.71479 3.31077
C 0.96385 -0.88226 3.69696
C -3.50634 -1.78586 -4.89111
C 6.77859 2.58941 1.62173
C -2.79303 -1.41689 1.63116
C -3.17663 0.50356 3.77235
C -4.09682 -0.29085 -4.45568
C 7.42964 1.89993 0.46107
C -4.24414 1.53461 4.52850
C -0.13306 -0.64482 -4.64098
C -3.05100 -3.82857 -1.58523
C -0.92823 -3.21425 0.20920
C -3.76293 -0.38276 2.50713
H -5.84591 3.97048 2.56777
H -3.07834 4.45199 2.87748
H 7.29103 3.51482 1.89991
H 0.96097 1.71781 -1.63859
H -2.32289 -1.72615 -5.03363
H -5.25390 0.93407 4.73895
H 1.24553 -0.24623 4.66010
H 8.20856 0.23425 1.60895
H -1.21370 0.93298 5.11837
H -4.21788 -3.87704 -1.45692
H -0.26839 -3.97703 -0.42763
H 1.40873 -0.44830 1.29910
H -4.06164 -2.05096 -5.90474
H 1.25989 -2.02211 3.85055
H 2.38725 -1.05486 -3.62630
H -5.07410 -0.45827 -3.80830
H -3.31074 0.25840 -3.75784
H -1.68714 -2.97776 -3.27025
H 8.88224 0.37620 -0.00631
H -2.81077 -1.70452 -2.37889
H 6.67922 1.95489 2.50914
H 9.40073 1.50853 1.26511
H -4.30848 0.38690 -5.41079
H 1.56871 -2.14743 -2.47950
H -3.77261 3.48447 1.32297
H 2.34804 1.18017 -2.57135
H -2.53126 -4.86665 -1.73338
H -0.13122 -0.52124 -1.93633
H -3.81180 2.01645 5.50442
H 7.79046 2.61786 -0.28535
H 1.99028 0.40959 -1.00882
H -2.36774 2.77865 2.37403
H 3.07782 0.95819 1.53268
```

Calculated values
2S+1: 1
Net charge: 0
LUMO energy (eV): -1.517
E_HOMO (eV): -8.29
SMILES: [H]/N=C/Cc1cc(C/C(C)=N/[H])c(Br)c2nc(CCOCC)cnc12.C[C@@H]1COC(=O)O1.C[C@@H]1COC(=O)O1

***

[2]
One molecule with the formula C16H24O5. Source: the Open Molecules 2025 dataset; level of theory: ωB97M-V with the def2-TZVPD basis set.

```
45
Properties=species:S:1:pos:R:3
O -1.68776 -1.28724 -0.52860
O -2.71209 2.64254 0.42238
O 0.90247 1.16842 -0.94594
O -0.56090 0.40227 1.49930
O -3.52694 -2.12892 0.55692
C 4.96926 -0.98084 0.36306
C -0.43733 1.68431 0.95344
C 0.95627 1.85132 0.30027
C 1.35872 3.31910 0.15364
C -3.50147 -3.39614 -0.06583
C 4.29326 -2.01636 0.98516
C 4.27900 -0.07428 -0.42252
C -1.29355 -1.10330 -1.87047
C -1.52179 2.07099 -0.05148
C -3.30526 0.20988 0.54635
C -3.06133 -1.08673 -0.23512
C 2.15424 0.77818 -1.47127
C 2.23741 -1.24702 0.01877
C -2.82459 1.41145 -0.22963
C 2.90857 -0.20220 -0.60478
C 2.92524 -2.14530 0.81392
H 1.91039 0.31035 -2.43211
H -3.61832 -1.05842 -1.19598
H 6.03590 -0.87319 0.49540
H -0.50474 2.36927 1.80741
H -2.48027 -3.68999 -0.32406
H 4.80921 0.73822 -0.89986
H -0.66022 -0.24253 0.77850
H -4.37888 0.29789 0.72220
H -2.80097 0.14291 1.50914
H -1.19221 -0.04127 -2.11120
H -3.26934 1.48850 -1.22548
H -4.11950 -3.39794 -0.97266
H 2.78463 1.65578 -1.67242
H -2.00171 -1.57102 -2.56253
H 4.83124 -2.71875 1.60444
H 2.35530 3.39862 -0.27401
H 2.39077 -2.94719 1.30095
H 1.67749 1.34633 0.96024
H 1.17012 -1.34342 -0.11011
H 1.36664 3.79233 1.13098
H -1.12264 2.56789 -0.93364
H -3.91149 -4.09541 0.65852
H -0.32247 -1.58557 -1.97335
H 0.66170 3.85002 -0.48884
```

Calculated values
2S+1: 1
Net charge: 0
LUMO energy (eV): 0.768
E_HOMO (eV): -9.29
SMILES: COC(C[C@H]1O[C@H]1[C@@H](O)[C@H](C)OCc1ccccc1)OC

***

[3]
C2H8N4O2Sn as an isolated structure. Source: the Open Molecules 2025 dataset; level of theory: ωB97M-V with the def2-TZVPD basis set.

```
17
Properties=species:S:1:pos:R:3
Sn 1.85143 -0.70862 1.32074
O 0.49164 1.66872 1.88787
O 0.99154 -1.05303 -1.28747
N -0.34460 -2.25832 -2.68528
N -1.67569 2.34406 1.53159
N -0.89306 2.01986 3.64387
N 1.92252 -2.28004 -2.97405
C -0.61273 2.08858 2.33034
C 0.87348 -1.81209 -2.28817
H -0.11405 1.69578 4.19380
H -1.40965 2.66658 0.61310
H 1.71238 -2.84692 -3.77745
H 2.85535 -1.97517 -2.76426
H -0.31312 -2.93171 -3.43005
H -1.14763 -1.72091 -2.41170
H -2.52382 2.63660 1.98683
H -1.66400 2.46662 4.11029
```

Calculated values
2S+1: 1
Net charge: +2
LUMO energy (eV): -10.744
E_HOMO (eV): -17.08